Entry from the Open Molecules 2025 dataset: 2 unconnected molecules or ions with the total composition C3H12N3S at a distorted geometry (wB97M-V/def2-TZVPD).

Last columns: bonded neighbours and bond lengths (Å).
Cartesian coordinates (Å):
1 C -3.8551 1.3201 -0.0383  C3 1.574, H8 1.123, H9 1.105, H10 1.086
2 C 3.2539 -1.5258 0.2686  S7 1.815, H11 1.112, H12 1.134, H13 1.101
3 C -2.7016 0.2647 -0.2192  C1 1.574, N5 1.268, H14 1.050
4 N 3.8234 0.9328 -0.6671  S7 1.670, H15 1.034, H16 1.071
5 N -1.8914 -0.2869 0.5849  C3 1.268, H17 1.006
6 N 1.2736 0.4134 -0.0746  S7 1.700, H18 1.033, H19 1.065
7 S 2.8615 0.2303 0.5039  C2 1.815, N4 1.670, N6 1.700
8 H -4.7461 0.9013 -0.5787  C1 1.123
9 H -3.3830 2.2230 -0.4668  C1 1.105
10 H -4.1613 1.5204 0.9844  C1 1.086
11 H 2.3582 -2.0178 -0.1687  C2 1.112
12 H 3.4906 -1.9099 1.3089  C2 1.134
13 H 4.1354 -1.5605 -0.3899  C2 1.101
14 H -2.7168 0.0635 -1.2497  C3 1.050
15 H 4.1878 1.8927 -0.5414  N4 1.034
16 H 3.8687 0.3955 -1.5920  N4 1.071
17 H -2.0786 -0.0183 1.5365  N5 1.006
18 H 0.5019 0.8884 0.4219  N6 1.033
19 H 0.8455 -0.2908 -0.7500  N6 1.065

Values from the calculation:
HOMO in eV: -12.886
ΔE to the lowest compared entry with this formula, charge and spin in eV: 3.5441
Molar mass in g mol⁻¹: 122.22
LUMO energy in eV: -3.02
Net charge: +1
2S+1: 1
DFT total energy in eV: -18602.6953
Max |F| in eV/A: 2.9
HOMO-LUMO gap in eV: 9.862

Löwdin atomic charge list, values in e, 2 entries: C -0.0640; C -0.2090